The following is a DFT calculation (ωB97M-V with the def2-TZVPD basis set) of a 17-piece molecular cluster, C68H187N17O17 overall at a distorted geometry.

## Properties
HOMO level, eV: -8.663
Frontier orbital gap, eV: 9.184

```
! wB97M-V def2-TZVPD RIJCOSX def2/J DEFGRID3
* xyz 0 1
C -2.7714 2.3754 -5.5116
C -3.9053 1.4947 -4.9162
C -3.6619 1.2936 -3.4527
O -4.7541 0.5917 -2.9679
C -4.9548 0.5613 -1.5782
N -5.1852 2.2127 -5.1820
H -1.7939 1.8983 -5.5312
H -2.5559 3.2456 -4.8969
H -3.0488 2.7328 -6.4870
H -3.9663 0.5244 -5.3125
H -3.6042 2.2686 -2.9221
H -2.7091 0.7614 -3.2904
H -5.7129 -0.2182 -1.4644
H -5.4045 1.4523 -1.1725
H -4.0463 0.3676 -1.0335
H -5.7719 2.0085 -4.3325
H -4.9368 3.2254 -5.2268
C 2.4287 -3.0304 -3.4054
C 1.1715 -3.4567 -4.1508
C 0.8775 -2.4733 -5.3059
O 0.5610 -1.1617 -4.7912
C -0.8158 -0.9155 -4.6892
N 1.4411 -4.7900 -4.5779
H 2.6302 -3.7230 -2.5691
H 2.3615 -1.9802 -3.1381
H 3.3546 -3.0443 -4.0331
H 0.3687 -3.4537 -3.4097
H 0.0727 -2.7617 -5.9576
H 1.7423 -2.3160 -5.9901
H -1.3779 -0.9697 -5.5909
H -0.7016 0.0602 -4.1975
H -1.4047 -1.6317 -4.0933
H 0.6489 -5.1562 -5.1253
H 2.2758 -4.7636 -5.1971
C 1.8539 -8.9075 -0.8455
C 1.9263 -7.4845 -1.4269
C 3.3025 -6.8546 -1.1491
O 4.2423 -7.8897 -1.3380
C 5.5658 -7.3621 -1.2357
N 1.5672 -7.4427 -2.8195
H 2.4162 -9.6959 -1.3981
H 0.8210 -9.2384 -0.8548
H 2.1443 -8.8635 0.2193
H 1.2419 -6.8249 -0.9004
H 3.5248 -6.3251 -0.1868
H 3.4129 -6.1428 -1.9783
H 6.1990 -8.1436 -1.7154
H 5.8565 -7.0632 -0.2472
H 5.7898 -6.5534 -1.9162
H 1.5749 -6.4711 -3.1644
H 2.1788 -8.0609 -3.4153
C -1.5709 -4.1878 1.6702
C -2.8191 -3.4574 2.0361
C -2.5972 -2.6884 3.3020
O -1.4935 -1.8208 3.1505
C -1.1179 -1.0439 4.2428
N -3.3838 -2.6035 0.9288
H -1.1877 -4.8494 2.4614
H -0.7839 -3.4649 1.4362
H -1.8927 -4.8410 0.7914
H -3.7123 -4.1045 2.1825
H -2.3563 -3.3249 4.1980
H -3.4071 -2.0761 3.5468
H -0.5157 -1.6470 4.9610
H -1.9572 -0.6274 4.7940
H -0.4633 -0.2437 3.9053
H -3.6825 -3.1959 0.1411
H -2.6558 -2.0398 0.5008
C 1.8588 5.4003 2.5323
C 3.2833 5.6037 3.0463
C 4.0215 6.6029 2.1661
O 4.5483 5.9652 1.0587
C 4.7254 6.7466 -0.1135
N 3.2753 6.1510 4.4047
H 1.3822 4.6426 3.1854
H 1.9455 4.9837 1.5177
H 1.3087 6.3608 2.7031
H 3.8138 4.6234 3.0046
H 4.9037 6.9547 2.7428
H 3.3592 7.3942 1.8573
H 3.8885 7.3622 -0.3506
H 4.9235 6.0732 -0.9499
H 5.5423 7.4250 -0.0378
H 4.2086 6.3181 4.7602
H 2.8320 5.4421 4.9758
C -1.0443 -7.5991 5.2422
C -2.2043 -6.6010 5.2046
C -3.6093 -7.2182 5.0063
O -3.6147 -7.8967 3.7984
C -4.8609 -8.3126 3.4158
N -2.2917 -5.7236 6.3834
H -1.2632 -8.3258 6.0281
H -0.0507 -7.1090 5.5679
H -0.8288 -8.1079 4.2943
H -2.1288 -5.9962 4.3385
H -4.2832 -6.3784 5.1521
H -3.9530 -7.8879 5.8555
H -5.1593 -9.2488 3.8874
H -4.7260 -8.5712 2.3709
H -5.6303 -7.5052 3.6328
H -2.5210 -6.2212 7.2461
H -1.4615 -5.1290 6.5818
C -4.5672 6.4833 -2.2743
C -4.4607 5.3202 -1.3124
C -3.3179 5.5381 -0.2697
O -3.1310 4.4132 0.5341
C -2.3093 3.4130 -0.1180
N -5.7198 5.0430 -0.5896
H -5.3628 6.1768 -2.9515
H -3.7042 6.7008 -2.8694
H -4.8593 7.4271 -1.7556
H -4.1538 4.3914 -1.8422
H -3.7194 6.3637 0.2763
H -2.3754 5.8631 -0.7264
H -2.6523 3.1273 -1.1734
H -2.3184 2.5560 0.5405
H -1.2906 3.8939 -0.1426
H -6.2059 5.8912 -0.3695
H -5.3543 4.5159 0.1790
C -2.1906 4.8450 -8.7505
C -2.2658 3.7783 -9.8312
C -2.1603 2.3190 -9.1780
O -0.9789 2.3091 -8.3789
C -0.5023 1.0526 -8.0244
N -3.5152 3.7922 -10.6443
H -2.1009 5.8422 -9.1240
H -1.3378 4.6755 -8.1494
H -3.0615 4.7099 -8.0824
H -1.4135 3.8875 -10.5703
H -2.1613 1.6056 -10.0052
H -3.0187 2.1191 -8.5470
H 0.4586 1.1907 -7.5505
H -0.2886 0.3522 -8.8539
H -1.2061 0.6408 -7.3190
H -4.2187 3.5293 -9.9998
H -3.4934 3.1196 -11.4007
C -0.4539 8.0886 -0.6264
C 0.4539 9.3291 -0.8715
C 1.0198 9.9649 0.3617
O 0.1479 10.4742 1.3073
C -0.6848 11.5544 0.9143
N 1.6180 9.0194 -1.6632
H -0.7451 7.7225 -1.5586
H -1.3115 8.4109 -0.0232
H 0.0694 7.3126 -0.0260
H -0.1555 10.0965 -1.4102
H 1.5975 10.8333 0.1055
H 1.6388 9.1999 0.8890
H -1.5942 11.2414 0.3533
H -0.2201 12.2630 0.2510
H -0.9985 12.1297 1.7376
H 1.9763 9.8654 -2.0714
H 1.3782 8.4998 -2.5107
C 2.4067 -4.1116 4.3597
C 2.6374 -5.6006 4.6986
C 2.5205 -6.4717 3.5016
O 1.1327 -6.3941 3.1935
C 0.6960 -7.2998 2.2445
N 3.9417 -5.8143 5.2643
H 1.4257 -3.9590 3.9254
H 3.2271 -3.7963 3.6882
H 2.4458 -3.4571 5.2316
H 1.8048 -5.8866 5.4090
H 2.8838 -7.4830 3.7674
H 3.0632 -6.0584 2.6405
H 1.2607 -7.2370 1.3168
H -0.3249 -7.1440 1.9594
H 0.8768 -8.3608 2.4952
H 3.9400 -6.5027 6.0081
H 4.3210 -4.9727 5.6798
C -1.3199 -6.1312 -2.1012
C -2.1787 -5.9005 -3.2652
C -2.4158 -4.3782 -3.3207
O -3.4431 -4.1301 -2.4037
C -4.0006 -2.8763 -2.6272
N -1.3850 -6.3047 -4.4864
H -0.5910 -5.3180 -2.1431
H -0.8668 -7.1373 -2.1691
H -2.0165 -5.9535 -1.2303
H -3.1539 -6.3892 -3.2425
H -2.7394 -4.0088 -4.2856
H -1.4373 -3.9505 -3.0382
H -4.5305 -2.8753 -3.6301
H -3.3334 -2.0495 -2.5689
H -4.6988 -2.6302 -1.8110
H -1.9965 -6.4064 -5.3431
H -0.9490 -7.1802 -4.3442
C 7.2491 -3.5824 2.9323
C 6.0823 -4.1382 2.0394
C 5.9735 -3.5784 0.5845
O 5.7670 -2.1980 0.5480
C 5.6299 -1.7078 -0.7277
N 6.1760 -5.5891 2.0111
H 7.1837 -3.9767 3.9710
H 7.1782 -2.4946 2.9646
H 8.2340 -3.7797 2.5233
H 5.1011 -3.9649 2.5262
H 5.2400 -4.2064 0.0255
H 7.0023 -3.7078 0.0955
H 5.3892 -0.6076 -0.6835
H 4.7510 -2.1500 -1.3203
H 6.5318 -1.9768 -1.2637
H 7.1413 -5.8619 1.8484
H 5.9458 -5.9498 2.9376
C -0.9397 -0.2610 -0.7737
C 0.2249 -0.1623 0.2338
C 1.4441 -1.0199 -0.1576
O 0.9881 -2.3624 -0.1415
C 1.9754 -3.2792 0.3531
N 0.5518 1.2907 0.3453
H -0.8660 0.3636 -1.6240
H -1.8743 0.0047 -0.2864
H -1.1002 -1.2662 -1.1455
H -0.1754 -0.5732 1.1894
H 2.1916 -0.9226 0.6163
H 1.8516 -0.6322 -1.1112
H 2.4540 -2.9033 1.3108
H 2.7821 -3.3668 -0.3975
H 1.4036 -4.1942 0.6095
H 0.7545 1.6794 -0.5899
H 1.4307 1.4179 0.8811
C -0.1871 1.8644 6.0842
C 0.4308 3.0176 5.2678
C -0.4141 4.2018 5.5226
O -1.7617 4.2028 5.0122
C -1.8439 4.7040 3.6549
N 1.7990 3.4359 5.6593
H -0.3933 2.1710 7.0874
H 0.5065 1.0338 6.1836
H -1.1350 1.4108 5.6352
H 0.3623 2.7515 4.1542
H 0.1070 5.1002 5.2232
H -0.5541 4.2716 6.5815
H -1.0582 4.3318 3.0251
H -1.7995 5.8350 3.5528
H -2.7361 4.3176 3.1393
H 1.7442 3.8294 6.6441
H 2.4274 2.6485 5.7482
C 2.3652 0.4446 3.3878
C 3.8983 0.8052 3.4737
C 4.3405 1.0451 2.0776
O 3.4511 1.9547 1.4379
C 3.8612 2.4638 0.2165
N 4.0491 1.9469 4.3505
H 2.1887 -0.3785 2.7383
H 1.8029 1.3514 3.1021
H 2.1694 0.2479 4.4166
H 4.4826 -0.0074 3.9006
H 4.2877 0.1053 1.5061
H 5.4146 1.3973 2.0609
H 3.1107 3.1451 -0.1578
H 3.9754 1.6355 -0.5029
H 4.8061 2.9758 0.1326
H 3.4631 2.6814 3.9413
H 4.9518 2.3423 4.3200
C -6.1288 0.9681 2.5892
C -4.6615 1.3426 2.6098
C -4.1066 1.1818 4.0101
O -4.6737 2.0752 4.8962
C -4.0541 2.0922 6.1430
N -3.8493 0.5351 1.6553
H -6.8003 1.6298 3.1361
H -6.3703 -0.0563 2.9991
H -6.4792 1.0195 1.5374
H -4.4818 2.4422 2.4967
H -2.9799 1.2889 4.0074
H -4.3278 0.1869 4.3781
H -4.0104 1.0574 6.6247
H -4.6148 2.7304 6.7898
H -2.9655 2.5117 6.1294
H -4.2400 -0.3976 1.4227
H -2.9596 0.3922 2.0598
C -0.3492 4.6389 -3.2689
C 0.9555 5.0103 -2.5473
C 1.9772 3.8279 -2.7113
O 1.3346 2.5592 -2.6192
C 2.1317 1.5049 -3.1431
N 1.5937 6.2663 -2.9466
H -0.2481 4.3252 -4.3486
H -1.0686 5.4418 -3.0281
H -0.7318 3.7755 -2.6712
H 0.7569 5.0490 -1.4545
H 2.7943 4.0506 -1.9461
H 2.4316 3.8092 -3.7060
H 2.9624 1.2886 -2.4525
H 2.5437 1.8141 -4.1127
H 1.4866 0.6136 -3.2521
H 1.9389 6.2150 -3.9276
H 2.3645 6.5544 -2.3942
*
```